#1
The following is a quantum chemistry calculation of a structure of composition C4H8ClN3, from the Open Molecules 2025 dataset.

Structure (XYZ):
```
16
C4H8ClN3 ωB97M-V with the def2-TZVPD basis set
C 1.334 0.929 0.806
C 1.070 -0.507 1.021
C -1.593 0.738 -1.138
C -0.131 -1.125 -0.484
N 2.274 1.398 0.121
N 1.277 -1.143 2.046
N -1.431 -0.636 -0.621
Cl -0.210 -2.792 0.113
H 0.443 1.422 1.086
H -2.329 0.799 -1.890
H -1.714 1.315 -0.258
H -0.731 1.103 -1.766
H 0.618 -0.952 -1.279
H 2.124 2.433 -0.106
H 0.954 -2.084 2.136
H -1.956 -0.897 0.213
```

## Properties
* highest occupied orbital energy: -8.02 eV
* Kohn-Sham gap: 8.72 eV

---

#2
The following is a quantum chemistry calculation of an isolated molecule of C4H8ClN3, from the Open Molecules 2025 dataset.

Structure (XYZ):
```
16
C4H8ClN3 ωB97M-V with the def2-TZVPD basis set
C 1.206 -0.780 1.580
C 0.831 -0.482 0.160
C 1.615 0.417 -0.531
C -1.266 -0.885 -0.836
H 2.066 -0.201 1.912
H 1.398 -1.844 1.709
H 0.369 -0.424 2.183
H 2.465 0.877 -0.089
H -1.908 -1.606 -1.382
H -2.803 0.461 -1.256
H -0.596 1.887 -0.603
H -1.226 1.219 0.763
N -0.156 -1.259 -0.366
N -1.888 0.379 -0.857
N -1.435 1.505 -0.176
Cl 1.330 0.737 -2.210
```

## Properties
* highest occupied orbital energy: -8.20 eV
* Kohn-Sham gap: 9.11 eV
* SMILES: CC(=C/Cl)/N=C\NN

---

Referenced to the most stable arrangement, the calculated values in kcal/mol are #1 39.5; #2 0.0.

---

#1
The following is a quantum chemistry calculation of a cluster of 2 separate species, C2H8N2O in total, from the Open Molecules 2025 dataset.

Structure (XYZ):
```
13
C2H8N2O ωB97M-V with the def2-TZVPD basis set
C -0.849 1.532 0.313
N 0.465 1.820 0.316
H -1.321 1.448 1.287
H -1.473 1.766 -0.549
H 0.692 2.822 0.194
H 0.317 0.669 -0.458
N 0.063 -1.580 0.911
C -0.142 -1.441 -0.523
O 0.512 -0.339 -1.053
H 1.035 -1.921 1.104
H 0.010 -0.620 1.266
H 0.140 -2.367 -1.085
H -1.244 -1.307 -0.668
```

## Properties
* highest occupied orbital energy: -9.03 eV
* Kohn-Sham gap: 7.18 eV
* SMILES: C=N.NCO

---

#2
The following is a quantum chemistry calculation of an isolated molecule of C2H8N2O, from the Open Molecules 2025 dataset.

Structure (XYZ):
```
13
C2H8N2O ωB97M-V with the def2-TZVPD basis set
C 0.418 -0.511 0.133
C -1.002 -0.026 0.422
N 1.293 0.740 0.055
N -1.996 -0.552 -0.511
O 2.658 0.289 -0.160
H 2.878 0.701 -1.018
H 1.352 1.135 0.997
H -2.887 -0.084 -0.351
H -1.719 -0.304 -1.462
H 0.485 -1.037 -0.825
H 0.776 -1.157 0.942
H -1.289 -0.282 1.448
H -0.968 1.087 0.330
```

## Properties
* highest occupied orbital energy: -9.42 eV
* Kohn-Sham gap: 10.58 eV
* SMILES: NCCNO

---

Referenced to the most stable arrangement, the calculated values in kcal/mol are #1 69.8; #2 0.0.

---

#1
The following is a quantum chemistry calculation of a structure of composition C2H8N2O, from the Open Molecules 2025 dataset.

Structure (XYZ):
```
13
C2H8N2O ωB97M-V with the def2-TZVPD basis set
C -2.992 -1.067 -0.416
N 3.417 -0.729 0.904
C 3.753 0.295 0.104
N 2.931 1.096 -0.576
H -4.049 -1.440 -0.555
H -2.715 -0.746 -1.436
H -3.057 0.132 0.113
H -2.362 -1.876 0.084
H 2.410 -0.814 0.891
H 4.882 0.352 -0.102
H -2.400 1.655 0.929
H 3.326 2.089 -0.796
O -3.145 1.054 0.856
```

## Properties
* highest occupied orbital energy: -7.32 eV
* Kohn-Sham gap: 2.21 eV

---

#2
The following is a quantum chemistry calculation of a cluster of 2 separate species, C2H8N2O in total, from the Open Molecules 2025 dataset.

Structure (XYZ):
```
13
C2H8N2O ωB97M-V with the def2-TZVPD basis set
O -2.865 -6.329 1.441
C -1.717 -6.052 1.798
H -1.587 -5.754 2.950
H -1.063 -5.578 1.032
N 0.319 3.798 -1.014
C 0.935 2.546 -1.147
N 0.682 1.442 -0.094
H 0.610 4.622 -1.424
H -0.700 3.842 -0.813
H 2.024 2.889 -0.904
H 0.819 2.100 -2.184
H 1.190 1.796 0.786
H 1.353 0.678 -0.428
```

## Properties
* highest occupied orbital energy: -8.88 eV
* Kohn-Sham gap: 9.31 eV
* SMILES: C=O.NCN

---

#3
The following is a quantum chemistry calculation of a cluster of 2 separate species, C2H8N2O in total, from the Open Molecules 2025 dataset.

Structure (XYZ):
```
13
C2H8N2O ωB97M-V with the def2-TZVPD basis set
C -0.611 0.292 0.341
C 0.739 0.726 0.863
N -0.214 -1.231 -2.432
N 0.595 1.034 2.284
O -1.013 -0.838 0.349
H 0.272 -2.033 -2.062
H -1.207 -1.390 -2.294
H -0.094 1.767 2.422
H 0.286 0.210 2.790
H -1.279 1.134 0.065
H -0.037 -1.203 -3.434
H 1.464 -0.084 0.763
H 1.099 1.616 0.345
```

## Properties
* highest occupied orbital energy: -9.19 eV
* Kohn-Sham gap: 10.27 eV
* SMILES: NCC=O.N

---

Referenced to the most stable arrangement, the calculated values in kcal/mol are #1 195.0; #2 47.7; #3 0.0.

---

#1
The following is a quantum chemistry calculation of a cluster of 2 separate species, C2H2INO3 in total, from the Open Molecules 2025 dataset.

Structure (XYZ):
```
9
C2H2INO3 ωB97M-V with the def2-TZVPD basis set
C -0.225 0.426 -0.398
C 1.849 1.909 2.008
N -1.155 -0.193 0.374
O 2.202 2.904 1.617
O 0.384 1.420 -0.187
O 1.492 0.885 2.410
I -1.974 0.890 1.937
H -0.044 -0.246 -1.235
H -1.945 -0.557 -0.265
```

## Properties
* highest occupied orbital energy: -9.75 eV
* Kohn-Sham gap: 9.24 eV
* SMILES: O=C=O.O=CNI

---

#2
The following is a quantum chemistry calculation of a cluster of 2 separate species, C2H2INO3 in total, from the Open Molecules 2025 dataset.

Structure (XYZ):
```
9
C2H2INO3 ωB97M-V with the def2-TZVPD basis set
C 1.305 0.006 -0.846
C 0.688 0.866 0.086
N -1.501 -0.608 1.136
O -0.167 1.565 0.525
O -0.390 -1.017 0.787
O 2.190 -0.807 -0.823
I -2.834 -0.001 -0.294
H 0.597 0.233 -1.795
H -1.596 0.185 1.698
```

## Properties
* highest occupied orbital energy (spin up / spin down): -8.48 / -9.30 eV
* Kohn-Sham gap (spin up / spin down): 7.08 / 8.29 eV

---

Referenced to the most stable arrangement, the calculated values in kcal/mol are #1 0.0; #2 139.5.

---

#1
The following is a quantum chemistry calculation of a cluster of 2 separate species, C4H10ClISi in total, from the Open Molecules 2025 dataset.

Structure (XYZ):
```
17
C4H10ClISi ωB97M-V with the def2-TZVPD basis set
C -0.087 -1.938 1.601
C -0.424 1.863 -1.257
C -0.169 -0.539 1.095
C 0.427 0.652 -1.739
Si 1.137 -0.168 -0.209
Cl 0.994 -3.100 -1.329
I 3.325 0.554 0.490
H -0.517 -2.644 0.775
H 1.054 -2.193 1.826
H -0.629 -1.952 2.592
H -1.374 1.399 -0.709
H 0.282 2.458 -0.576
H -0.741 2.354 -2.244
H -0.244 0.178 1.866
H -1.087 -0.342 0.694
H 1.106 1.043 -2.423
H -0.085 0.059 -2.454
```

## Properties
* highest occupied orbital energy: -9.00 eV
* Kohn-Sham gap: 7.74 eV

---

#2
The following is a quantum chemistry calculation of a cluster of 2 separate species, C4H10ClISi in total, from the Open Molecules 2025 dataset.

Structure (XYZ):
```
17
C4H10ClISi ωB97M-V with the def2-TZVPD basis set
C 0.509 -0.587 -2.133
C -1.633 -0.771 1.958
C -0.744 0.099 -1.525
C -0.403 0.179 1.711
Si -0.387 1.080 0.085
Cl -1.500 2.788 0.030
I 3.538 2.200 0.875
H 1.328 0.052 -2.603
H 0.937 -1.029 -1.241
H 0.393 -1.331 -2.938
H -1.872 -1.485 1.163
H -1.376 -1.376 2.788
H -2.586 -0.157 2.051
H -1.540 -0.550 -1.147
H -1.206 0.864 -2.235
H 0.650 -0.361 1.817
H -0.471 0.880 2.529
```

## Properties
* highest occupied orbital energy (spin up / spin down): -8.43 / -7.59 eV
* Kohn-Sham gap (spin up / spin down): 6.90 / 5.09 eV

---

Referenced to the most stable arrangement, the calculated values in kcal/mol are #1 3.0; #2 0.0.

---

#1
The following is a quantum chemistry calculation of an isolated molecule of C4H8ClNO, from the Open Molecules 2025 dataset.

Structure (XYZ):
```
15
C4H8ClNO ωB97M-V with the def2-TZVPD basis set
C 1.759 -1.492 0.489
C 1.696 -0.252 -0.056
C -1.531 1.275 0.458
C -0.881 -0.007 -0.042
N 0.528 0.319 -0.453
O -1.688 -0.350 -1.148
Cl 3.219 0.437 -0.566
H 2.681 -1.898 0.647
H 0.790 -1.989 0.799
H -1.222 2.088 -0.362
H -0.911 1.496 1.471
H -2.689 1.232 0.484
H -0.739 -0.782 0.649
H 0.429 1.170 -0.963
H -1.441 -1.246 -1.407
```

## Properties
* highest occupied orbital energy: -8.20 eV
* Kohn-Sham gap: 8.95 eV
* SMILES: C=C(Cl)N[C@@H](C)O

---

#2
The following is a quantum chemistry calculation of a structure of composition C4H8ClNO, from the Open Molecules 2025 dataset.

Structure (XYZ):
```
15
C4H8ClNO ωB97M-V with the def2-TZVPD basis set
C -2.734 -0.259 0.050
C -0.353 -0.548 0.140
C 0.233 0.582 0.186
C 1.739 0.537 0.328
H -3.656 -0.708 0.234
H -2.980 0.469 -0.763
H -2.597 0.546 0.809
H 0.312 -1.240 0.484
H 2.239 0.780 1.369
H 1.954 1.447 -0.214
H 1.758 -1.152 -1.174
H 3.707 -0.740 -0.661
N 2.464 -0.716 -0.286
O -1.634 -1.053 -0.271
Cl -0.452 2.054 -0.234
```

## Properties
* highest occupied orbital energy: -9.18 eV
* Kohn-Sham gap: 10.01 eV

---

Referenced to the most stable arrangement, the calculated values in kcal/mol are #1 0.0; #2 69.7.

---

#1
The following is a quantum chemistry calculation of a cluster of 9 separate species, C4H26N2O9 in total, from the Open Molecules 2025 dataset.

Structure (XYZ):
```
41
C4H26N2O9 ωB97M-V with the def2-TZVPD basis set
C -2.834 0.657 2.537
C -2.091 1.500 1.523
N -1.025 0.846 0.742
C 0.317 1.289 1.043
C 1.320 0.286 0.459
N 1.418 0.435 -0.874
O 2.154 -0.348 1.100
H -3.449 1.186 3.266
H -3.469 -0.101 2.083
H -2.179 0.193 3.288
H -2.859 1.696 0.768
H -1.808 2.403 2.058
H -1.212 -0.145 0.844
H 0.481 2.309 0.703
H 0.573 1.243 2.113
H 0.697 0.997 -1.307
H 2.055 0.069 -1.558
H -1.520 -1.791 -1.008
H -1.542 -3.247 -1.199
O -2.066 -2.482 -1.399
H 1.996 -1.992 0.277
H 1.868 -3.388 0.971
O 2.014 -2.951 0.130
H 0.636 -1.685 3.541
H -0.222 -1.567 2.342
O -0.291 -1.780 3.280
H -2.105 0.888 -2.832
H -1.415 1.082 -1.588
O -1.225 0.678 -2.452
H -3.295 -0.483 -2.878
H -4.481 0.154 -2.164
O -3.829 0.323 -2.850
H 2.152 -0.364 3.057
H 3.663 -0.314 3.122
O 2.890 -0.479 3.668
H 2.326 2.240 -1.587
H 3.782 2.871 -1.533
O 2.953 2.741 -1.077
H 0.489 0.615 -3.695
H 0.285 -0.694 -4.329
O 0.348 0.236 -4.565
```

## Properties
* highest occupied orbital energy: -10.07 eV
* Kohn-Sham gap: 10.05 eV
* SMILES: CCNCC(N)=O.O.O.O.O.O.O.O.O

---

#2
The following is a quantum chemistry calculation of a cluster of 9 separate species, C4H26N2O9 in total, from the Open Molecules 2025 dataset.

Structure (XYZ):
```
41
C4H26N2O9 ωB97M-V with the def2-TZVPD basis set
C -1.437 -2.081 1.561
N -1.797 -1.084 0.767
C -1.417 0.361 0.956
C -0.125 0.710 0.161
N -0.547 0.865 -1.218
C 0.439 1.606 -1.983
O -0.469 -1.919 2.311
H -2.091 -2.963 1.626
H -2.736 -1.323 0.285
H -2.208 0.943 0.361
H -1.530 0.671 1.979
H 0.581 -0.054 0.372
H 0.345 1.737 0.573
H -0.793 0.141 -1.814
H 1.445 1.036 -2.277
H 0.043 1.819 -2.969
H 0.972 2.335 -1.467
H 0.342 -1.173 -4.492
H 0.088 -1.686 -3.116
O -0.284 -1.315 -3.825
H 0.869 -1.928 -0.410
H 1.916 -2.871 -1.349
O 1.133 -2.235 -1.282
H 2.672 2.801 2.911
H 1.639 1.845 3.669
O 1.932 2.769 3.482
H 1.583 4.000 0.200
H 1.818 3.625 1.676
O 1.976 4.330 1.112
H 3.910 0.535 2.954
H 3.222 0.003 1.795
O 3.593 0.768 2.105
H -4.584 -1.179 -1.051
H -3.531 -1.932 -1.972
O -3.894 -1.919 -1.135
H -2.302 -0.848 -3.693
H -2.236 -2.373 -3.687
O -2.877 -1.618 -3.441
H 1.339 -0.407 4.171
H 1.243 -1.323 2.860
O 1.760 -0.668 3.292
```

## Properties
* highest occupied orbital energy: -8.97 eV
* Kohn-Sham gap: 9.03 eV
* SMILES: CNCCNC=O.O.O.O.O.O.O.O.O

---

Referenced to the most stable arrangement, the calculated values in kcal/mol are #1 0.0; #2 36.1.

---

#1
The following is a quantum chemistry calculation of a cluster of 2 separate species, CH3INOP in total, from the Open Molecules 2025 dataset.

Structure (XYZ):
```
8
CH3INOP ωB97M-V with the def2-TZVPD basis set
C 1.410 0.410 -0.692
N 2.061 0.089 0.248
O 0.876 0.805 -1.636
P 2.072 -0.977 1.585
I -4.594 -0.454 -1.529
H -5.255 0.684 -2.443
H 0.789 -0.567 2.120
H 2.642 0.011 2.348
```

## Properties
* highest occupied orbital energy: -9.80 eV
* Kohn-Sham gap: 10.24 eV
* SMILES: O=C=NP.I

---

#2
The following is a quantum chemistry calculation of a cluster of 2 separate species, CH3INOP in total, from the Open Molecules 2025 dataset.

Structure (XYZ):
```
8
CH3INOP ωB97M-V with the def2-TZVPD basis set
C 0.980 -0.765 0.044
N -1.203 0.057 0.925
O 1.036 -0.379 -1.069
P -1.051 1.271 -0.135
I 2.624 -1.769 0.834
H -1.742 -0.745 0.532
H -0.864 0.536 -1.276
H 0.221 1.794 0.145
```

## Properties
* highest occupied orbital energy (spin up / spin down): -8.65 / -8.62 eV
* Kohn-Sham gap (spin up / spin down): 7.52 / 7.05 eV

---

Referenced to the most stable arrangement, the calculated values in kcal/mol are #1 0.0; #2 80.6.